This record from OMol25 describes C19H21BrN2O4PPd as an isolated structure. The level of theory is ωB97M-V/def2-TZVPD.

Structure (XYZ):
```
49
Properties=species:S:1:pos:R:3
Pd -0.20 0.34 0.27
Br 2.19 -0.58 0.09
C 2.45 -0.28 1.98
C 3.72 -0.29 2.49
C 3.89 -0.14 3.88
C 2.81 -0.05 4.70
C 1.49 -0.06 4.19
C 0.35 0.00 5.02
C -0.91 0.01 4.48
C -1.10 0.01 3.08
C -0.01 -0.05 2.27
C 1.30 -0.13 2.78
H 4.57 -0.42 1.84
H 4.89 -0.13 4.28
H 2.94 0.03 5.78
H 0.48 0.03 6.09
H -1.78 0.04 5.13
H -2.10 0.05 2.68
N -3.74 -2.87 0.21
C -4.55 -1.85 -0.53
P -3.75 -0.29 0.15
O -4.07 -0.26 1.60
O -2.32 -0.59 -0.25
C -4.59 1.08 -0.73
N -4.20 2.36 -0.13
H -2.76 -2.52 0.12
H -3.83 -3.83 -0.11
H -3.96 -2.80 1.20
H -5.61 -1.95 -0.31
H -4.38 -1.96 -1.60
H -5.66 0.87 -0.63
H -4.34 1.06 -1.79
H -4.88 3.09 -0.32
H -2.43 2.67 -0.47
H -4.15 2.26 0.88
O -1.51 2.32 -0.74
C -0.46 3.09 -0.45
O 0.58 2.52 -0.15
C -0.61 4.55 -0.49
C 0.35 5.35 0.12
C 0.20 6.73 0.13
C -0.91 7.31 -0.48
C -1.85 6.52 -1.11
C -1.71 5.14 -1.12
H 1.21 4.88 0.57
H 0.95 7.35 0.60
H -1.02 8.38 -0.47
H -2.70 6.97 -1.61
H -2.42 4.53 -1.66
```

The energy above the lowest of the compared OMol25 structures with the same formula, charge and spin is 104.9 kJ/mol. The total energy comes out at -114020.6616 eV. The calculation puts the largest force on an atom at 2.32 eV/Å. For the molar mass, the calculation gives 558.68 Da. Its total charge is +1.

***

This record from OMol25 describes C4H2N2O5 in the gas phase. The level of theory is ωB97M-V/def2-TZVPD.

Structure (XYZ):
```
13
Properties=species:S:1:pos:R:3
O -0.44 -2.93 -0.31
N 0.40 -2.06 -0.01
O 1.53 -2.22 0.38
C -0.14 -0.77 -0.04
C -1.53 -0.44 -0.12
C -1.64 0.95 0.09
O -0.52 1.56 0.16
C 0.55 0.80 0.17
N 1.84 1.37 0.03
O 1.81 2.59 -0.17
O 2.81 0.68 -0.03
H -2.33 -1.31 -0.13
H -2.35 1.76 -0.03
```

The energy above the lowest of the compared OMol25 structures with the same formula, charge and spin is 732.1 kJ/mol. The total energy comes out at -17388.3464 eV. The calculation puts the largest force on an atom at 7.84 eV/Å. The SMILES is O=[N+]([O-])c1ccoc1[N+](=O)[O-]. For the molar mass, the calculation gives 158.07 Da.

***

This record from OMol25 describes C5H8N2S in the gas phase. The level of theory is ωB97M-V/def2-TZVPD.

Structure (XYZ):
```
16
Properties=species:S:1:pos:R:3
C 0.34 -2.72 1.66
C 0.40 -1.68 0.77
C -0.74 -0.92 0.41
S -2.12 -1.31 1.03
C -0.26 0.41 -0.34
N -1.16 1.49 -0.07
N 0.80 0.37 -1.05
C 1.01 1.88 -1.39
H -0.71 -2.71 2.38
H 1.12 -3.56 1.23
H 1.37 -1.42 0.21
H -2.01 1.23 0.44
H -1.40 2.02 -0.86
H 0.41 2.74 -0.67
H 0.72 2.07 -2.57
H 2.22 2.10 -1.18
```

The energy above the lowest of the compared OMol25 structures with the same formula, charge and spin is 499.6 kJ/mol. The total energy comes out at -19125.2433 eV. The calculation puts the largest force on an atom at 4.49 eV/Å. The SMILES is C=CC(=S)/C(N)=N/C. For the molar mass, the calculation gives 128.20 Da.

***

This record from OMol25 describes an isolated ion of composition C21H39BN3O4 and charge +1. The level of theory is ωB97M-V/def2-TZVPD.

Structure (XYZ):
```
68
Properties=species:S:1:pos:R:3
C 4.66 2.05 1.71
C 4.07 1.82 0.67
C 3.11 1.31 -0.39
C 2.42 -0.06 0.01
C 3.57 -1.09 -0.34
N 3.34 -2.44 0.19
C 4.53 -3.32 -0.08
C 1.78 -0.18 1.44
C 1.40 1.07 2.31
C 0.68 2.24 1.55
C -0.60 2.78 2.30
C -1.92 2.45 1.49
N -2.16 3.38 0.37
C -1.63 2.86 -0.92
C -3.62 3.51 0.15
C -4.44 2.16 0.06
O -4.13 4.59 0.00
C 0.75 -1.36 1.34
N 0.47 -1.48 0.07
C -0.46 -2.58 -0.32
O -1.77 -2.14 -0.56
C -2.73 -2.52 0.46
C -3.88 -3.35 -0.25
C -5.29 -2.70 0.11
C 1.14 -0.47 -0.82
C 1.24 -0.85 -2.34
B 1.38 0.40 -3.35
O 0.26 0.71 -4.16
O 2.53 1.19 -3.52
H 5.18 2.20 2.66
H 3.74 1.06 -1.29
H 2.37 2.09 -0.71
H 4.54 -0.73 0.12
H 3.77 -1.13 -1.44
H 2.52 -2.89 -0.23
H 4.68 -3.39 -1.18
H 4.29 -4.31 0.38
H 5.39 -2.84 0.44
H 2.59 -0.67 2.06
H 0.69 0.70 3.10
H 2.31 1.40 2.86
H 0.49 2.00 0.48
H 1.41 3.10 1.52
H -0.57 3.90 2.39
H -0.67 2.35 3.33
H -1.96 1.37 1.20
H -2.76 2.61 2.22
H -1.53 1.74 -0.88
H -2.29 3.15 -1.77
H -0.58 3.25 -1.06
H -5.05 2.23 -0.87
H -5.06 2.08 0.98
H -3.77 1.28 -0.09
H 0.35 -1.99 2.16
H -0.35 -3.39 0.43
H -0.07 -2.99 -1.29
H -3.10 -1.59 0.93
H -2.31 -3.18 1.26
H -3.84 -4.39 0.16
H -3.72 -3.43 -1.35
H -5.20 -1.70 0.60
H -5.80 -3.38 0.82
H -5.86 -2.55 -0.84
H 0.38 0.35 -0.83
H 2.03 -1.61 -2.57
H 0.26 -1.34 -2.60
H 0.54 0.59 -5.09
H 2.31 2.08 -3.19
```

The total energy comes out at -35737.0836 eV. The calculation puts the largest force on an atom at 3.92 eV/Å. The SMILES is C#CC[C@@]1(CNC)[C@@H](CCCCN(C)C(C)=O)C=[N+](COCCC)[C@@H]1CB(O)O. For the molar mass, the calculation gives 408.37 Da. Its total charge is +1.

***

This record from OMol25 describes a 3-piece molecular cluster, C31H60BF9I2N2O5 overall. The level of theory is ωB97M-V/def2-TZVPD.

Structure (XYZ):
```
110
Properties=species:S:1:pos:R:3
C 4.23 -0.44 2.17
O 5.35 -0.56 1.33
C 5.83 -1.88 1.19
C 5.80 -2.37 -0.26
C 4.53 -1.99 -1.05
C 3.62 -3.18 -1.38
C 3.14 -3.92 -0.09
C 3.58 -5.41 -0.05
C 2.47 -6.44 -0.32
C 1.47 -6.03 -1.43
C 0.09 -5.67 -0.82
C -0.56 -4.44 -1.48
C -1.85 -4.02 -0.75
B -1.73 -2.87 0.31
C -0.53 -1.84 0.29
I -0.16 -0.93 2.25
C -0.64 -0.64 -0.72
C -1.32 0.64 -0.18
I -1.56 -1.08 -2.62
C -2.97 -2.82 1.37
F -3.34 -1.54 1.59
F -4.03 -3.38 0.76
C -2.86 -3.52 2.79
F -4.08 -3.99 3.06
F -2.67 -2.61 3.72
C -1.92 -4.74 2.97
F -1.97 -5.58 1.94
F -2.42 -5.41 4.01
C -0.43 -4.53 3.33
F 0.00 -5.69 3.79
F 0.32 -4.23 2.29
F -0.24 -3.65 4.28
H 3.68 0.44 1.86
H 4.51 -0.29 3.21
H 3.54 -1.29 2.09
H 6.87 -1.95 1.52
H 5.28 -2.56 1.85
H 6.68 -1.99 -0.77
H 5.83 -3.46 -0.23
H 3.92 -1.23 -0.55
H 4.84 -1.56 -2.00
H 4.19 -3.89 -1.98
H 2.77 -2.87 -1.98
H 2.05 -3.83 -0.08
H 3.49 -3.42 0.80
H 3.95 -5.58 0.96
H 4.43 -5.53 -0.72
H 1.98 -6.70 0.62
H 2.97 -7.35 -0.65
H 1.35 -6.92 -2.04
H 1.85 -5.21 -2.03
H 0.10 -5.61 0.26
H -0.59 -6.49 -1.06
H -0.87 -4.79 -2.47
H 0.16 -3.65 -1.67
H -2.53 -3.62 -1.52
H -2.39 -4.87 -0.35
H 0.41 -2.33 0.09
H 0.38 -0.35 -0.94
H -1.70 1.17 -1.05
H -0.61 1.31 0.28
H -2.18 0.43 0.44
C -3.11 3.26 -3.39
O -4.12 2.33 -3.05
C -4.36 2.25 -1.65
C -5.75 2.77 -1.32
N -5.83 4.21 -1.51
C -7.19 4.75 -1.44
C -8.17 4.33 -2.52
O -7.85 4.81 -3.82
C -6.97 3.99 -4.57
H -2.93 3.17 -4.46
H -3.42 4.29 -3.18
H -2.18 3.04 -2.86
H -3.60 2.78 -1.07
H -4.32 1.19 -1.38
H -5.99 2.53 -0.28
H -6.46 2.24 -1.97
H -5.44 4.44 -2.42
H -7.09 5.84 -1.48
H -7.61 4.51 -0.46
H -9.14 4.78 -2.27
H -8.34 3.24 -2.54
H -7.09 2.93 -4.32
H -5.93 4.29 -4.42
H -7.20 4.13 -5.62
C 4.09 5.90 3.91
O 3.43 6.44 2.78
C 4.23 6.47 1.60
C 3.68 5.52 0.56
N 3.86 4.13 0.96
C 3.16 3.17 0.13
C 1.63 3.21 0.13
O 1.04 2.84 1.37
C 0.89 3.90 2.30
H 3.43 6.03 4.77
H 4.29 4.84 3.78
H 5.02 6.43 4.11
H 5.28 6.24 1.83
H 4.19 7.49 1.21
H 4.20 5.68 -0.39
H 2.62 5.76 0.42
H 3.54 4.02 1.92
H 3.46 2.17 0.47
H 3.51 3.27 -0.90
H 1.29 2.46 -0.59
H 1.23 4.17 -0.21
H 0.72 4.86 1.81
H 1.76 3.97 2.96
H 0.03 3.67 2.93
```

The total energy comes out at -87668.9600 eV. The calculation puts the largest force on an atom at 1.68 eV/Å. The SMILES is COCCCCCCCCCCCB([C@H](I)[C@H](C)I)C(F)(F)C(F)(F)C(F)(F)C(F)(F)F.COCCNCCOC.COCCNCCOC. For the molar mass, the calculation gives 976.43 Da.

***

This record from OMol25 describes C34H29BrFFeN6O6S as an isolated structure. The level of theory is ωB97M-V/def2-TZVPD.

Structure (XYZ):
```
79
Properties=species:S:1:pos:R:3
Fe -0.49 -0.30 -0.27
Br -3.12 3.31 5.89
C -2.72 2.03 4.58
C -2.06 0.83 4.88
C -1.50 0.02 3.90
C -1.66 0.32 2.51
O -1.21 -0.48 1.61
C -2.43 1.53 2.18
C -2.80 1.90 0.84
N -2.39 1.20 -0.21
C -3.02 1.46 -1.39
C -3.88 2.54 -1.71
C -4.39 2.62 -3.00
C -4.12 1.67 -3.93
C -3.34 0.51 -3.67
C -3.16 -0.62 -4.51
C -2.42 -1.69 -4.04
C -1.83 -1.66 -2.77
N -1.93 -0.60 -1.98
C -2.77 0.46 -2.34
C -2.91 2.37 3.23
H -1.89 0.64 5.93
H -0.89 -0.81 4.20
H -3.33 2.89 0.76
H -4.24 3.24 -0.99
H -4.92 3.54 -3.28
H -4.55 1.92 -4.91
H -3.59 -0.55 -5.55
H -2.15 -2.52 -4.66
H -1.30 -2.52 -2.28
H -3.52 3.24 2.98
C 2.19 -5.33 2.54
C 0.94 -4.54 2.75
N 0.29 -4.00 1.56
C -0.88 -4.72 1.04
C -0.51 -6.07 0.38
C 0.93 -2.98 0.89
S 0.40 -2.55 -0.71
N 1.93 -2.37 1.52
C 2.06 -1.03 1.38
O 1.49 -0.24 0.62
C 3.18 -0.39 2.19
C 4.07 -1.10 3.01
C 4.96 -0.42 3.78
C 5.10 0.96 3.74
C 4.29 1.67 2.88
C 3.31 0.98 2.13
H 2.94 -4.81 1.90
H 2.02 -6.24 2.03
H 2.74 -5.57 3.45
H 1.11 -3.65 3.43
H 0.24 -5.11 3.31
H -1.31 -4.10 0.30
H -1.52 -4.86 1.91
H 0.33 -6.00 -0.30
H -1.38 -6.43 -0.12
H -0.22 -6.78 1.20
H 4.06 -2.16 3.07
H 5.62 -1.00 4.45
H 5.86 1.39 4.38
H 4.37 2.73 2.71
H 2.59 1.56 1.58
F 3.65 1.58 -4.78
C 2.72 2.52 -4.52
C 2.22 2.57 -3.25
N 1.29 3.54 -2.91
C 0.64 3.71 -1.62
C 0.31 2.43 -0.86
O 0.08 2.67 0.35
O 0.27 1.29 -1.41
C 0.98 4.58 -3.83
O 0.33 5.57 -3.54
N 1.48 4.37 -5.11
C 2.22 3.30 -5.61
O 2.44 3.10 -6.79
H 2.48 1.84 -2.54
H -0.24 4.38 -1.83
H 1.35 4.20 -0.94
H 1.10 5.01 -5.79
```

The energy above the lowest of the compared OMol25 structures with the same formula, charge and spin is 48.3 kJ/mol. The total energy comes out at -174941.8843 eV. The calculation puts the largest force on an atom at 3.26 eV/Å. The spin multiplicity is 5. For the molar mass, the calculation gives 804.46 Da. Its total charge is -1.

***

Among the records above, which one has the lowest largest force on an atom?
C31H60BF9I2N2O5